89
Properties=species:S:1:pos:R:3:mulliken_charge:R:1 method="wB97M-V/def2-TZVPD" e_lumo_ev=-4.9 homo_energy_ev=-6.149 total_charge=0 homo_lumo_gap_ha=0.046
Br -8.73 -2.92 1.42 -0.21
Cu -11.01 -1.73 1.50 0.69
S -3.69 0.51 -0.22 -0.46
P -2.05 -4.51 3.38 0.03
P 0.34 -1.99 2.55 0.49
O -0.92 2.11 -5.31 -0.69
O -0.59 -5.02 2.80 -0.52
O -2.17 0.21 -5.47 -0.76
N 1.29 -0.75 2.41 -0.44
N -5.41 -1.71 0.58 -0.37
N -1.56 -3.97 4.92 -0.61
N -0.93 0.14 0.76 1.70
C -4.08 -1.79 1.13 -0.05
C 3.73 1.14 -3.75 -1.18
C 2.24 3.36 1.81 -0.99
C 1.22 0.54 -3.72 -1.13
C -1.03 0.34 -0.66 -1.18
C 0.12 0.29 -1.45 -0.05
C 4.34 -0.01 -2.97 -1.03
C -1.25 0.79 -3.40 0.03
C -1.42 -1.94 2.01 0.51
C 5.98 1.31 1.09 -1.11
C -2.39 0.79 -2.60 -0.40
C 1.43 -0.07 -0.81 -0.58
C -3.16 -0.81 0.81 -0.10
C 0.05 3.17 0.16 0.51
C 1.05 4.08 -0.16 0.60
C -3.69 -2.89 1.92 0.30
C -6.15 -3.55 2.56 -0.89
C 1.24 2.46 2.11 -0.38
C -7.06 -3.97 1.43 -0.63
C 2.15 4.16 0.68 -0.68
C -0.97 1.37 1.59 -1.36
C 0.14 2.34 1.28 -0.04
C 5.81 2.20 -0.15 -0.26
C 4.79 0.34 -1.55 0.57
C -2.35 -2.97 2.37 0.30
C -2.26 0.57 -1.24 1.09
C -1.83 -0.87 1.22 -1.26
C -1.45 1.07 -4.88 0.03
C 5.88 1.41 -1.45 -0.67
C 0.01 0.54 -2.82 0.69
C 0.91 4.97 -1.36 -1.45
C 2.32 1.55 -3.36 0.28
C -4.71 -3.99 2.22 -1.34
H 3.65 -0.86 -2.91 0.47
H -0.88 1.04 2.62 0.67
H 2.93 4.88 0.45 0.37
H -0.10 5.37 -1.42 0.39
H -1.97 -4.60 5.59 0.30
H 1.12 4.43 -2.28 0.19
H 0.23 -2.42 3.86 -0.11
H 6.70 0.52 0.91 0.37
H -5.88 -0.90 0.98 0.29
H -7.33 -5.02 1.47 0.51
H 6.86 0.94 -1.53 0.37
H 0.90 0.78 -4.72 0.66
H 1.59 5.82 -1.28 0.40
H 3.70 0.86 -4.81 0.43
H 1.28 -0.83 -0.05 -0.13
H 3.94 0.64 -0.94 -0.65
H 2.27 1.85 -2.31 -0.35
H 1.63 -0.48 -3.76 0.41
H -5.30 -1.46 -0.40 0.35
H -0.67 -5.25 1.87 0.34
H 5.19 -0.57 -1.10 0.40
H 5.78 2.13 -2.27 0.25
H 2.09 2.44 -3.94 0.42
H 4.82 2.65 -0.11 -0.08
H -0.56 -3.99 5.08 0.24
H 4.38 2.00 -3.70 0.49
H -6.47 -4.07 3.47 0.43
H 6.56 2.99 -0.15 0.48
H -4.73 -4.65 1.35 0.41
H 1.64 -0.44 3.30 0.29
H 5.03 0.84 1.35 0.16
H 0.78 -3.10 1.83 0.04
H 3.10 3.43 2.46 0.41
H 5.21 -0.38 -3.51 0.45
H -6.22 -2.49 2.71 0.46
H 1.32 1.83 2.98 0.33
H -0.83 3.10 -0.47 0.42
H 6.29 1.89 1.95 0.36
H 1.91 0.78 -0.34 -0.27
H 2.10 -0.48 -1.56 0.15
H -3.36 0.94 -3.06 0.47
H -4.36 -4.60 3.03 0.40
H -1.93 1.89 1.49 0.60
H -6.62 -3.74 0.47 0.41



77
Properties=species:S:1:pos:R:3:mulliken_charge:R:1 method="wB97M-V/def2-TZVPD" multiplicity=2 e_lumo_ev="2.0 / 2.0" s2=0.7791 homo_energy_ev="-5.001 / -5.047" total_charge=-1 de_lowest_kj_mol=234.8 homo_lumo_gap_ha="0.259 / 0.261"
V -0.44 0.60 -0.26 1.16
S 3.68 -1.27 1.52 1.30
S 1.21 2.32 2.68 1.09
S -2.02 3.87 0.36 0.98
S -0.16 -5.98 -4.54 1.15
O 0.99 1.79 4.00 -0.72
O -2.37 4.46 1.63 -0.64
O 0.75 -0.49 -0.02 -0.40
O 0.29 1.83 -3.84 -0.79
O -0.03 -4.95 -5.54 -0.61
O -0.02 -5.27 -3.07 -0.28
O -1.88 -0.37 0.94 -0.80
O 3.60 -0.31 0.45 -0.59
O -1.26 -6.90 -4.52 -0.61
O -3.28 4.14 -0.65 -0.35
O 0.68 3.89 2.65 0.01
O 2.41 -2.24 1.33 -0.12
O -0.98 0.80 -2.30 -0.69
O 0.73 1.85 -1.61 -0.62
O -1.64 2.49 0.22 -0.43
O 0.65 1.67 1.53 -0.08
O 3.86 -0.86 2.91 -0.63
C 0.01 1.58 -2.66 0.91
C 1.82 -2.79 2.51 -0.72
C 0.59 -1.97 2.93 -0.17
C -0.77 4.86 -0.49 -0.71
C -3.02 -2.55 1.14 -1.39
C 0.94 4.63 3.83 -0.23
C 0.37 6.01 3.58 -1.23
C 1.37 -7.00 -4.59 -0.91
C 2.98 2.57 2.34 -1.08
C 0.70 -3.50 -1.65 -0.79
C -3.43 -0.95 -0.78 -0.60
C -3.04 -1.08 0.70 0.80
C 4.96 -2.45 1.07 -1.14
C 0.88 -4.16 -3.00 -0.30
C -4.23 4.17 -2.78 -1.44
C -3.27 3.40 -1.90 0.50
H 1.04 -4.15 -0.84 0.25
H -0.24 -2.25 2.28 -0.04
H 0.74 -0.90 2.81 -0.25
H 1.26 -2.57 -1.51 0.30
H 2.02 4.71 3.98 0.31
H 3.14 1.89 1.50 0.27
H -4.25 3.70 -3.76 0.40
H 1.93 -4.36 -3.24 0.28
H 4.67 -2.84 0.10 0.31
H -5.20 4.25 -2.29 0.34
H 0.32 -2.17 3.97 0.45
H 2.50 -2.99 3.34 0.40
H -0.19 4.24 -1.18 0.23
H -0.10 5.33 0.23 0.16
H 1.35 -7.77 -3.83 0.31
H -2.25 3.26 -2.28 0.19
H 0.54 4.18 4.74 0.32
H -3.85 -0.63 1.31 0.11
H 0.48 6.70 4.42 0.41
H 4.93 -3.23 1.83 0.33
H 3.19 3.60 2.09 0.36
H 1.47 -3.82 2.37 0.45
H -4.41 -1.39 -0.97 0.49
H -3.97 -3.02 0.89 0.44
H 0.55 -3.44 -3.75 0.38
H -3.88 5.20 -2.89 0.31
H 0.82 6.42 2.67 0.27
H -2.93 -2.62 2.23 0.34
H 3.43 2.24 3.27 0.44
H -3.62 2.39 -1.66 -0.12
H 2.21 -6.31 -4.50 0.31
H -0.69 6.02 3.31 0.27
H -3.50 0.09 -1.09 -0.39
H -2.19 -3.11 0.69 0.14
H -0.36 -3.31 -1.50 0.14
H 5.93 -1.97 1.09 0.39
H -2.64 -1.44 -1.36 0.08
H -1.28 5.68 -1.01 0.42
H 1.44 -7.45 -5.57 0.36



200
Properties=species:S:1:pos:R:3:mulliken_charge:R:1 method="wB97M-V/def2-TZVPD" e_lumo_ev=0.1 homo_energy_ev=-8.183 total_charge=0 de_lowest_kj_mol=0.0 homo_lumo_gap_ha=0.306
P -25.69 -28.46 -23.74 -0.15
Na -27.36 -29.54 -25.85 -0.13
Na -24.13 -29.64 -21.90 0.07
Na -25.47 -25.85 -23.45 0.15
O -25.51 -27.86 -22.30 -0.02
O -19.92 -28.83 -25.83 -0.55
O -29.59 -24.67 -27.32 -0.33
O -26.47 -29.84 -23.70 -0.56
O -26.60 -24.24 -21.88 -0.39
O -20.48 -25.29 -21.86 -0.41
O -26.45 -27.30 -30.36 -0.43
O -22.48 -28.77 -29.35 -0.51
O -26.69 -41.82 -21.06 -0.38
O -27.81 -31.36 -27.26 0.21
O -24.85 -33.09 -19.21 -0.36
O -28.42 -29.31 -19.35 -0.58
O -24.95 -24.31 -25.62 -0.65
O -26.56 -27.52 -24.63 -0.04
O -28.16 -35.77 -24.60 -0.43
O -30.42 -32.79 -22.22 -0.52
O -22.72 -34.07 -24.48 -0.30
O -23.14 -28.66 -20.00 -0.23
O -24.27 -28.69 -24.37 1.64
O -31.79 -28.03 -24.70 -0.32
N -24.36 -25.93 -20.84 0.73
N -26.00 -31.18 -21.31 2.40
N -25.03 -30.09 -26.91 1.75
N -28.12 -27.42 -26.98 1.37
N -22.49 -30.41 -23.69 0.92
N -23.23 -26.16 -24.30 0.95
N -26.50 -38.92 -23.33 -0.21
N -29.20 -29.66 -23.63 1.35
C -23.39 -29.81 -19.24 -1.05
C -25.43 -31.45 -26.61 0.04
C -29.94 -25.69 -26.35 0.45
C -29.46 -28.18 -23.54 1.81
C -21.51 -25.09 -22.82 -1.17
C -28.93 -32.14 -27.66 -1.01
C -26.57 -28.06 -31.59 -0.87
C -23.25 -26.19 -19.95 -0.58
C -22.95 -25.68 -25.66 -0.46
C -30.44 -34.16 -22.59 -0.70
C -26.86 -30.80 -20.18 -1.76
C -27.69 -34.48 -24.87 -0.14
C -30.94 -27.67 -23.61 -1.44
C -32.24 -29.36 -24.72 -0.54
C -22.91 -31.66 -24.29 1.11
C -27.34 -29.34 -20.24 1.52
C -23.50 -27.50 -19.20 -0.81
C -25.81 -32.63 -21.50 0.25
C -25.46 -25.36 -20.13 -0.92
C -19.89 -28.28 -27.10 -0.75
C -27.14 -40.02 -22.65 -0.41
C -25.71 -34.08 -18.72 -0.76
C -28.82 -27.92 -19.10 -0.58
C -24.04 -30.10 -27.99 -1.30
C -26.74 -25.25 -20.90 0.03
C -22.22 -32.97 -23.81 -0.88
C -26.09 -40.92 -21.98 -0.70
C -24.66 -33.14 -20.61 -1.00
C -23.67 -28.72 -28.50 1.20
C -21.18 -29.33 -25.53 0.50
C -27.84 -23.95 -22.53 -0.90
C -27.33 -43.00 -21.67 -0.72
C -27.10 -36.72 -24.35 -0.49
C -30.00 -23.36 -26.94 -0.73
C -26.30 -24.08 -26.04 -0.70
C -21.19 -29.90 -24.13 -1.78
C -29.52 -27.05 -26.98 -1.43
C -21.99 -27.55 -29.90 -0.76
C -26.52 -31.95 -27.54 -1.05
C -27.31 -26.89 -28.08 0.65
C -27.53 -27.61 -29.43 -0.65
C -24.36 -25.48 -26.25 0.62
C -22.02 -26.38 -23.51 -0.11
C -22.25 -35.28 -23.89 -0.78
C -20.04 -24.05 -21.25 -0.83
C -29.59 -31.97 -23.02 0.57
C -29.95 -30.49 -22.73 -0.88
C -27.60 -38.10 -23.85 -0.61
H -25.87 -27.75 -32.36 0.32
H -22.54 -36.15 -24.49 0.28
H -20.50 -30.74 -24.02 0.42
H -26.27 -31.88 -28.60 0.34
H -31.04 -23.40 -26.60 0.33
H -26.70 -34.08 -19.18 0.28
H -26.24 -29.08 -31.42 0.27
H -18.88 -28.15 -27.49 0.44
H -28.21 -38.56 -24.63 0.30
H -26.25 -26.87 -27.83 -0.66
H -26.94 -34.40 -25.66 0.51
H -26.45 -33.03 -27.46 0.51
H -22.86 -31.61 -25.38 -0.12
H -26.23 -30.79 -22.21 -1.15
H -29.49 -34.65 -22.38 0.20
H -29.71 -30.24 -21.70 0.06
H -24.48 -28.26 -29.06 0.18
H -25.87 -25.89 -19.27 0.34
H -26.73 -43.41 -22.48 0.33
H -19.19 -24.17 -20.58 0.27
H -22.40 -24.75 -25.57 0.83
H -25.18 -24.44 -19.62 0.43
H -21.40 -30.22 -26.13 0.88
H -28.50 -27.36 -29.86 0.69
H -27.44 -25.82 -28.24 0.12
H -28.24 -37.84 -23.00 0.33
H -22.46 -33.02 -22.75 0.23
H -21.19 -35.36 -23.68 0.31
H -30.76 -26.60 -23.59 0.42
H -28.98 -27.69 -24.38 -0.80
H -28.75 -33.19 -27.43 0.43
H -32.71 -29.63 -23.78 0.37
H -21.14 -32.88 -23.97 0.52
H -25.61 -32.82 -22.55 -0.25
H -26.52 -28.71 -19.91 -0.22
H -25.75 -33.98 -17.64 0.25
H -25.28 -41.35 -22.56 0.40
H -27.71 -40.66 -23.32 0.28
H -19.84 -23.36 -22.06 0.36
H -26.49 -24.05 -27.11 0.35
H -21.94 -28.56 -25.66 -0.52
H -25.00 -26.34 -26.04 -0.86
H -23.14 -29.77 -24.14 -1.05
H -22.97 -30.61 -19.85 0.21
H -27.85 -39.66 -21.91 0.32
H -31.25 -34.60 -22.01 0.35
H -27.13 -34.16 -24.00 0.19
H -26.47 -36.29 -23.57 0.28
H -28.34 -42.86 -22.05 0.27
H -23.74 -32.63 -20.90 -0.29
H -28.29 -24.72 -23.15 0.23
H -22.05 -26.72 -29.19 0.22
H -28.22 -29.75 -23.40 -0.71
H -30.02 -27.16 -27.95 0.79
H -20.52 -27.41 -27.24 0.15
H -22.24 -27.16 -22.78 -0.06
H -20.98 -27.61 -30.32 0.31
H -29.82 -31.88 -27.08 0.12
H -23.96 -31.83 -24.06 -0.48
H -26.58 -36.86 -25.29 0.26
H -20.13 -28.98 -27.91 0.28
H -27.62 -23.11 -23.19 0.28
H -28.09 -27.20 -18.74 0.23
H -27.58 -28.25 -31.96 0.34
H -29.18 -27.53 -20.05 0.05
H -25.15 -35.00 -18.91 0.37
H -23.10 -30.58 -27.75 0.23
H -31.43 -30.07 -24.94 0.03
H -29.95 -27.82 -26.34 0.20
H -27.09 -26.20 -21.31 -0.39
H -32.94 -29.60 -25.52 0.36
H -25.43 -40.29 -21.38 0.36
H -24.71 -29.65 -26.06 -1.48
H -24.51 -32.02 -26.48 0.97
H -22.37 -24.57 -22.41 0.28
H -21.11 -24.42 -23.59 0.77
H -24.76 -26.74 -21.30 -0.43
H -29.67 -27.89 -18.41 0.40
H -30.69 -34.28 -23.64 0.29
H -21.20 -26.72 -24.14 0.21
H -29.07 -27.82 -22.59 -0.70
H -22.31 -26.20 -20.49 0.11
H -31.39 -27.94 -22.65 0.64
H -24.35 -25.38 -27.34 1.09
H -25.81 -39.23 -24.00 0.24
H -27.75 -29.06 -21.21 -0.48
H -29.42 -25.54 -25.41 -0.64
H -26.96 -24.83 -25.61 -0.03
H -29.68 -32.19 -24.08 0.09
H -25.89 -31.49 -25.63 -0.74
H -24.51 -27.60 -18.80 0.33
H -29.40 -23.00 -26.10 0.20
H -28.55 -32.17 -22.77 -0.36
H -23.53 -27.99 -27.71 -0.76
H -22.39 -26.42 -26.23 -0.74
H -27.75 -31.44 -20.24 0.41
H -22.58 -27.18 -30.73 0.32
H -28.61 -23.56 -21.87 0.42
H -24.28 -30.65 -28.90 0.46
H -24.52 -34.17 -20.91 0.64
H -27.80 -27.13 -26.07 -1.32
H -27.46 -28.70 -29.32 0.18
H -20.83 -29.15 -23.43 0.36
H -22.77 -35.44 -22.94 0.25
H -23.75 -27.02 -24.29 -1.24
H -29.02 -31.97 -28.74 0.25
H -26.60 -23.12 -25.62 0.45
H -26.74 -33.17 -21.32 0.25
H -27.48 -43.78 -20.92 0.27
H -30.97 -25.59 -26.00 0.80
H -27.49 -24.89 -20.20 0.88
H -28.53 -33.80 -25.00 -0.14
H -31.01 -30.27 -22.76 0.60
H -22.84 -27.47 -18.34 0.52
H -22.92 -29.89 -18.26 0.60
H -29.86 -22.61 -27.72 0.25
H -23.14 -25.32 -19.31 0.53
H -26.37 -31.01 -19.22 0.46
H -24.42 -30.04 -18.98 0.32
H -20.80 -23.45 -20.73 0.29



60
Properties=species:S:1:pos:R:3:mulliken_charge:R:1 method="wB97M-V/def2-TZVPD" multiplicity=2 e_lumo_ev="2.5 / 2.4" s2=0.7515 homo_energy_ev="-2.559 / -6.268" total_charge=-1 homo_lumo_gap_ha="0.184 / 0.319"
Ag -11.14 14.32 -7.33 -0.13
Br -10.11 12.48 -9.23 -0.98
O -12.80 10.37 -3.60 -0.35
O -13.07 14.73 -11.78 -0.25
O -7.54 8.77 -6.40 -0.75
O -5.98 14.94 -9.03 -0.66
O -14.73 10.10 -10.71 -0.75
N -10.32 13.29 -12.65 -0.71
N -7.49 10.63 -7.65 -0.16
N -12.71 10.76 -10.71 -0.14
N -5.92 15.89 -11.09 -0.46
N -7.49 14.53 -10.63 -0.14
N -11.50 11.70 -5.85 -0.45
N -9.25 9.41 -7.62 -0.25
N -13.96 11.78 -9.38 -0.20
C -14.47 14.73 -11.61 -0.73
C -10.69 11.04 -4.75 0.86
C -8.01 9.56 -7.21 0.71
C -13.90 10.87 -10.34 0.76
C -12.83 8.89 -3.61 -0.62
C -10.43 14.90 -14.43 -1.70
C -11.11 14.43 -13.16 0.70
C -12.62 14.06 -12.98 -0.64
C -6.41 15.04 -10.17 0.51
C -9.40 11.85 -4.48 -1.36
C -11.46 10.85 -3.42 -0.91
H -12.47 9.86 -11.11 0.18
H -9.79 8.64 -7.25 0.17
H -12.03 11.36 -10.26 -0.04
H -10.83 15.25 -12.50 0.32
H -10.96 15.77 -14.81 0.40
H -14.75 15.37 -10.77 0.26
H -14.79 11.91 -8.81 0.20
H -10.64 13.41 -11.70 0.12
H -6.52 10.85 -7.45 0.17
H -7.49 14.27 -11.60 0.20
H -9.02 11.44 -3.54 0.38
H -9.34 13.55 -12.62 0.20
H -8.05 11.27 -8.19 0.05
H -12.68 8.46 -2.62 0.26
H -13.16 14.39 -13.87 0.42
H -15.04 15.02 -12.49 0.32
H -11.90 11.84 -3.29 0.31
H -14.79 13.72 -11.34 0.23
H -10.98 11.39 -6.66 0.29
H -10.49 14.08 -15.15 0.37
H -5.35 16.63 -10.69 0.24
H -7.95 13.94 -9.94 0.07
H -8.62 11.71 -5.23 0.25
H -9.37 15.15 -14.37 0.33
H -10.84 10.50 -2.60 0.43
H -9.55 9.97 -8.40 0.10
H -12.76 12.98 -12.98 0.36
H -12.13 8.57 -4.39 0.24
H -12.42 11.29 -5.83 0.16
H -13.83 8.58 -3.90 0.26
H -9.61 12.92 -4.44 0.30
H -13.02 11.98 -9.09 0.01
H -10.34 10.08 -5.14 0.03
H -6.47 16.17 -11.89 0.19



no.,largest force on an atom (Eh/bohr)
1,0.0277
2,0.0652
3,0.0550
4,0.1354